A single C22H31N5O2 molecule, computed with the ωB97M-V functional and the def2-TZVPD basis.

Each atom is followed by the atoms it is bonded to, with distances in Å.
Element x y z (Å)
1 O -1.96 -0.55 1.45  C27 1.214
2 O 0.06 0.21 -2.42  C15 1.221
3 N 3.18 -0.38 0.51  C12 1.301, C16 1.385
4 N 0.60 -0.86 -0.48  C15 1.340, C23 1.453, H38 1.016
5 N -2.20 0.26 -0.66  C24 1.457, C27 1.344, H56 1.014
6 N 4.20 1.03 -0.91  C10 1.374, C12 1.361, C18 1.437
7 N 2.11 0.52 -1.50  C12 1.362, C15 1.388, C21 1.460
8 C 7.07 0.70 1.41  C17 1.384, C29 1.393, H43 1.080
9 C -4.62 3.12 1.44  C13 1.525, C20 1.525, H47 1.092, H60 1.092
10 C 5.13 0.77 0.07  N6 1.374, C16 1.421, C17 1.381
11 C -1.47 -3.93 0.26  C14 1.528, C22 1.535, C25 1.526, H52 1.096
12 C 3.09 0.32 -0.58  N3 1.301, N6 1.361, N7 1.362
13 C -3.33 3.60 0.78  C9 1.525, C28 1.525, H48 1.093, H55 1.092
14 C -1.17 -4.60 -1.08  C11 1.528, H31 1.088, H39 1.087, H54 1.088
15 C 0.84 -0.04 -1.51  O2 1.221, N4 1.340, N7 1.388
16 C 4.47 -0.12 0.96  N3 1.385, C10 1.421, C26 1.386
17 C 6.43 1.19 0.29  C8 1.384, C10 1.381, H59 1.080
18 C 4.04 1.78 -2.12  N6 1.437, C21 1.549, H34 1.095, H44 1.095
19 C -4.37 0.90 0.31  C20 1.525, C24 1.530, H32 1.092, H36 1.090
20 C -5.31 2.08 0.56  C9 1.525, C19 1.525, H50 1.093, H57 1.092
21 C 2.59 1.43 -2.54  N7 1.460, C18 1.549, H33 1.093, H58 1.093
22 C -0.49 -2.78 0.56  C11 1.535, C23 1.526, H41 1.092, H42 1.093
23 C -0.67 -1.56 -0.33  N4 1.453, C22 1.526, C27 1.549, H40 1.095
24 C -3.08 1.38 -0.37  N5 1.457, C19 1.530, C28 1.531, H35 1.096
25 C -2.92 -3.46 0.32  C11 1.526, H46 1.088, H49 1.086, H51 1.088
26 C 5.13 -0.60 2.08  C16 1.386, C29 1.382, H30 1.078
27 C -1.69 -0.56 0.27  O1 1.214, N5 1.344, C23 1.549
28 C -2.39 2.43 0.52  C13 1.525, C24 1.531, H45 1.093, H53 1.091
29 C 6.43 -0.18 2.29  C8 1.393, C26 1.382, H37 1.080
30 H 4.64 -1.28 2.76  C26 1.078
31 H -1.82 -5.45 -1.23  C14 1.088
32 H -4.86 0.16 -0.33  C19 1.092
33 H 2.55 0.93 -3.51  C21 1.093
34 H 4.77 1.47 -2.88  C18 1.095
35 H -3.34 1.84 -1.33  C24 1.096
36 H -4.11 0.42 1.25  C19 1.090
37 H 6.97 -0.53 3.16  C29 1.080
38 H 1.30 -0.94 0.25  N4 1.016
39 H -1.32 -3.91 -1.91  C14 1.087
40 H -1.00 -1.83 -1.34  C23 1.095
41 H 0.53 -3.16 0.45  C22 1.092
42 H -0.63 -2.46 1.59  C22 1.093
43 H 8.08 1.00 1.62  C8 1.080
44 H 4.17 2.85 -1.94  C18 1.095
45 H -1.48 2.77 0.02  C28 1.093
46 H -3.15 -2.79 -0.51  C25 1.088
47 H -5.29 3.97 1.61  C9 1.092
48 H -3.57 4.09 -0.17  C13 1.093
49 H -3.11 -2.94 1.25  C25 1.086
50 H -5.59 2.53 -0.39  C20 1.093
51 H -3.59 -4.32 0.25  C25 1.088
52 H -1.32 -4.68 1.04  C11 1.096
53 H -2.12 1.95 1.46  C28 1.091
54 H -0.13 -4.94 -1.12  C14 1.088
55 H -2.83 4.33 1.42  C13 1.092
56 H -1.74 0.26 -1.56  N5 1.014
57 H -6.22 1.72 1.05  C20 1.092
58 H 1.95 2.31 -2.58  C21 1.093
59 H 6.92 1.86 -0.39  C17 1.080
60 H -4.38 2.68 2.41  C9 1.092

Maximum force (eV/Å): 0.80
LUMO (Ha): 0.0190
Kohn-Sham gap (eV): 8.75
Net charge: 0
SMILES string: CC(C)C[C@H](NC(=O)N1CCn2c1nc1ccccc12)C(=O)NC1CCCCC1
M (g/mol): 397.52